DFT (ωB97M-V/def2-TZVPD) results for a 2-piece molecular cluster, C6H11N2 overall.

## Properties
relative energy (zero: lowest compared OMol25 entry of this formula, charge and spin): 6.947 eV
gap between HOMO and LUMO (spin up / spin down): 9.64 / 9.64 eV
total charge: +1
M: 111.2 g/mol

Atoms and positions in Å:
1 C 0.380 -0.204 -0.176
2 C -0.503 -1.142 -0.085
3 C 1.598 1.494 0.802
4 C -1.488 -1.884 0.639
5 C 3.039 -0.181 1.810
6 C -1.439 0.381 -1.726
7 N 2.441 1.078 1.536
8 N -0.358 -0.529 -1.428
9 H 1.093 2.453 0.928
10 H -1.039 -2.017 1.636
11 H -1.668 -2.804 0.116
12 H -2.421 -1.319 0.752
13 H 2.402 -1.083 1.451
14 H 3.048 -0.266 2.847
15 H 4.047 -0.252 1.597
16 H -1.082 1.407 -1.789
17 H -2.008 0.023 -2.606
18 H -2.089 0.473 -0.737
19 H -0.002 -1.070 -2.243

Cartesian forces (eV/Å) of the 2 atoms listed first:
C 1.720 0.902 1.230
C 1.581 1.488 -0.169